Formula: C14H24ClLaN5O6
Source: OMol25
Level of theory: wB97M-V/def2-TZVPD

Geometry (Å):
H1 0.147 -3.712 4.074
C1 2.821 -0.799 2.998
H2 -3.190 3.299 -2.696
C2 -2.596 1.946 1.875
H3 -3.022 2.066 -3.957
H4 0.065 -2.075 4.761
H5 -0.807 3.386 -3.361
O1 -1.570 -2.193 2.216
C3 -0.976 2.007 -1.735
C4 -2.287 1.480 -2.035
C5 -1.077 -2.638 -1.366
N1 -0.337 -2.436 1.812
H6 -2.116 4.339 4.249
O2 2.289 -0.099 0.371
H7 2.668 0.247 3.312
C6 -3.255 2.220 -2.892
O3 -2.514 -2.451 -0.830
H8 2.964 -1.407 3.899
C7 -2.877 3.068 2.662
H9 -3.283 1.594 1.094
N2 1.350 -0.795 0.968
H10 -0.769 -1.716 -1.902
C8 -1.948 3.471 3.621
O4 -3.782 -0.235 -2.015
La1 -1.187 -0.735 0.320
H11 -2.983 -3.303 -0.825
H12 -3.778 -1.171 -1.726
C9 0.638 -2.730 4.086
O5 3.194 -1.396 -1.999
H13 1.537 1.062 -0.187
H14 -0.388 -2.927 -0.547
N3 -2.563 0.274 -1.537
H15 0.349 1.000 3.060
N4 -0.220 1.255 -0.913
C10 -0.772 2.728 3.763
C11 1.651 -1.283 2.211
H16 -4.277 1.880 -2.706
H17 -1.092 -3.453 -2.099
H18 1.651 -2.840 4.490
H19 0.549 3.423 -2.198
O6 0.962 1.844 -0.568
H20 2.951 -0.885 -1.190
H21 -3.813 3.594 2.500
H22 3.730 -0.848 2.384
C12 0.674 -2.183 2.709
C13 -0.554 1.600 2.963
Cl1 0.417 3.186 4.903
H23 -1.019 4.150 -1.778
N5 -1.472 1.227 2.041
C14 -0.533 3.315 -2.301
H24 2.894 -0.843 -2.739

Results
LUMO energy: -4.26 eV
spin multiplicity: 1
net charge: +1
HOMO: -9.87 eV
energy relative to the best compared isomer or geometry (same formula, charge and spin): 0.0264 eV

Charges obtained by Mulliken population analysis, quoted in units of e: H 0.3456; C -1.1824; H 0.4060; C -0.0097; H 0.3344; H 0.2667; H 0.4133; O -0.7723; C 0.4640; C 0.2235; C -0.7593; N 0.1663; H 0.4568; O -1.0198; H 0.2615; C -1.5268; O -0.4335; H 0.3305; C -0.8570; H 0.4140; N 0.5607; H 0.2655; C -0.2359; O -0.5039; La 1.4796; H 0.2943; H 0.3785; C -1.5030; O -0.6821; H 0.4623; H 0.3394; N 0.1534; H 0.2260; N 0.4713; C 0.1032; C 0.3465; H 0.4606; H 0.5705; H 0.4738; H 0.4180; O -0.5722; H 0.4219; H 0.4204; H 0.3656; C 0.2514; C -0.2426; Cl -0.1861; H 0.3458; N -0.0551; C -1.6398; H 0.2904

---

Formula: C14H24F3NO8S2
Source: OMol25
Level of theory: wB97M-V/def2-TZVPD

Geometry (Å):
C1 -4.183 -0.419 -2.430
H1 0.745 -2.217 1.249
C2 1.138 -5.142 -1.107
C3 0.182 -2.017 0.330
H2 2.467 5.984 1.660
C4 2.499 4.896 1.771
H3 4.610 4.590 1.955
C5 -0.957 -1.028 0.668
H4 0.222 -5.545 -1.561
C6 0.115 0.749 -1.001
H5 -5.202 -0.747 -2.211
H6 -0.063 1.808 -1.184
S1 -0.020 0.060 2.751
H7 -4.241 1.371 -1.194
H8 1.192 0.640 -0.836
H9 -2.629 0.775 -1.505
C7 -0.222 -3.369 -0.246
O1 0.311 0.816 1.398
O2 -0.718 0.929 3.641
O3 0.886 -4.257 -0.056
H10 -1.127 -0.578 -2.061
O4 1.156 -0.631 3.181
O5 -1.076 -0.941 2.139
F1 1.772 -5.113 -3.390
H11 3.811 5.080 3.454
H12 0.657 5.033 2.971
H13 -2.309 -1.919 -0.784
H14 3.638 3.421 2.854
O6 0.399 4.310 1.048
C8 1.989 -4.516 -2.215
C9 3.711 4.468 2.557
F2 1.738 -3.211 -2.381
H15 -2.625 -2.319 0.894
H16 -4.177 0.129 -3.377
C10 1.160 4.380 2.263
H17 1.240 3.373 2.677
C11 1.266 4.122 0.029
H18 -1.462 1.087 0.434
H19 0.883 -1.553 -0.362
N1 -0.288 -0.030 -2.183
H20 0.450 -0.635 -2.513
C12 -2.354 -1.497 0.224
S2 -3.725 -0.333 0.334
C13 -3.652 0.454 -1.297
O7 2.532 4.338 0.438
F3 3.287 -4.624 -1.974
H21 -0.439 -3.284 -1.316
H22 1.715 -5.981 -0.706
H23 -3.561 -1.314 -2.557
H24 -1.089 -3.798 0.268
C14 -0.599 0.428 0.324
O8 0.945 3.778 -1.065

Results
LUMO energy: 0.49 eV
spin multiplicity: 1
net charge: 0
HOMO: -9.17 eV

Charges obtained by Mulliken population analysis, quoted in units of e: C -1.2242; H 0.4023; C -0.7571; C -1.1507; H 0.2785; C 0.4485; H 0.3611; C 1.9507; H 0.3686; C -1.4216; H 0.3416; H 0.2085; S 1.2174; H 0.5018; H 0.5889; H 0.0183; C -0.4492; O -0.3023; O -0.6088; O -0.4177; H 0.1483; O -0.6175; O -0.3952; F -0.2979; H 0.3784; H 0.3090; H 0.2818; H 0.3048; O -0.2967; C 0.9702; C -1.3861; F -0.2267; H 0.5198; H 0.3608; C -0.2215; H 0.0760; C 0.6873; H 0.6331; H 0.1730; N -0.4404; H 0.3416; C -1.4298; S -0.1518; C -0.1101; O -0.3697; F -0.2758; H 0.3725; H 0.3466; H 0.2711; H 0.3880; C -0.1189; O -0.5790

---

Formula: C14H24FeO2PS2
Source: OMol25
Level of theory: wB97M-V/def2-TZVPD

Geometry (Å):
C1 -3.193 -1.437 -0.427
H1 4.338 -0.592 1.290
H2 5.180 -1.571 -0.846
Fe1 -0.647 -1.100 -0.536
H3 -1.073 1.197 3.000
H4 5.929 -0.016 -1.251
C2 -2.060 -0.886 1.649
H5 -3.150 3.206 2.028
C3 -2.132 2.894 2.246
H6 -1.769 3.505 3.068
H7 3.687 1.197 -4.408
C4 -2.388 0.471 1.504
C5 3.739 0.641 -3.471
H8 4.525 -0.107 -3.542
C6 -3.079 1.143 3.770
O1 2.477 -0.985 -2.158
H9 -3.939 0.261 -1.498
H10 -3.339 1.891 0.209
H11 5.052 0.977 0.836
H12 -1.556 -1.212 2.551
C7 -2.511 -1.843 0.733
S1 0.689 0.676 -0.560
H13 2.086 -0.604 -4.092
H14 -4.048 -3.339 -0.915
H15 -4.094 1.332 3.425
C8 -2.082 1.419 2.637
H16 1.633 0.708 -2.976
H17 -2.397 -2.897 0.952
O2 3.452 0.439 -0.260
C9 4.612 0.052 0.446
C10 -3.687 -2.447 -1.419
H18 -4.488 -2.036 -2.026
C11 5.620 -0.665 -0.436
H19 -2.873 1.790 4.618
S2 0.241 -2.967 -0.995
H20 3.964 1.324 -2.658
C12 -3.068 0.859 0.358
H21 -3.026 0.109 4.103
H22 -1.507 3.085 1.378
H23 -2.870 -2.746 -2.078
H24 6.489 -0.930 0.158
C13 2.403 -0.036 -3.211
P1 2.274 -0.686 -0.581
C14 -3.414 -0.074 -0.616

Results
LUMO energy (alpha / beta): 0.39 / -1.13 eV
spin multiplicity: 6
net charge: 0
HOMO (alpha / beta): -7.80 / -7.81 eV

Charges obtained by Mulliken population analysis, quoted in units of e: C 0.6347; H 0.3588; H 0.2680; Fe 0.1958; H 0.3413; H 0.2224; C -0.6407; H 0.3649; C -1.7502; H 0.4300; H 0.4307; C 0.6772; C -1.0234; H 0.2391; C -1.4176; O -0.2073; H 0.4321; H 0.3424; H 0.2703; H 0.5784; C -1.0634; S -0.4957; H 0.3159; H 0.3576; H 0.3677; C 0.6345; H 0.2410; H 0.4662; O -0.1609; C -0.3331; C -1.4100; H 0.3947; C -0.9755; H 0.4109; S -0.4284; H 0.1961; C -0.1771; H 0.3745; H 0.3948; H 0.2740; H 0.4017; C -0.1898; P 0.3171; C -0.6597

---

no.,calculated total energy (eV),F_max (eV/Å)
1,-48014.14323,4.02
2,-62600.11311,0.82
3,-84349.71979,0.87